P:
DFT (the ωB97M-V functional and the def2-TZVPD basis) results for 2 unconnected molecules or ions with the total composition C3H8OS2.

```
14
Properties=species:S:1:pos:R:3
O -0.46 1.72 0.91
C -0.30 1.51 -0.28
C -1.35 0.80 -1.11
C 0.94 1.95 -1.01
H -2.21 0.51 -0.48
H -0.92 -0.12 -1.55
H -1.70 1.45 -1.92
H 1.46 1.08 -1.44
H 0.68 2.64 -1.83
H 1.63 2.47 -0.32
S -0.39 -3.78 2.81
S 1.07 -3.99 1.37
H -0.59 -2.45 2.69
H 2.14 -3.80 2.16
```

Its gap between HOMO and LUMO is 10.111 eV. As for the net charge: 0. The calculation puts the LUMO energy at 0.372 eV.

Q:
DFT (the ωB97M-V functional and the def2-TZVPD basis) results for 2 unconnected molecules or ions with the total composition C3H8OS2.

```
14
Properties=species:S:1:pos:R:3
C 2.76 1.49 -0.91
S 1.73 0.02 -1.35
S 1.47 -0.69 0.63
H 2.81 1.60 0.17
H 3.77 1.25 -1.22
H 2.31 2.34 -1.39
H 1.44 -1.99 0.24
O -1.65 -1.27 -0.99
C -2.39 -1.14 -0.05
C -2.26 -0.11 0.99
H -3.21 -1.88 0.13
H -1.50 0.58 0.62
H -3.25 0.34 1.15
H -2.01 -0.53 1.96
```

Its gap between HOMO and LUMO is 8.619 eV. As for the net charge: 0. The calculation puts the LUMO energy at 0.452 eV.

R:
DFT (the ωB97M-V functional and the def2-TZVPD basis) results for 2 unconnected molecules or ions with the total composition C3H8OS2.

```
14
Properties=species:S:1:pos:R:3
C -0.29 1.47 3.80
S -2.08 1.62 3.63
S -2.34 0.73 1.91
H -0.04 1.60 4.79
H 0.07 2.10 3.06
H 0.24 0.39 3.38
H -2.38 1.89 1.16
O 1.13 -2.51 -1.68
C 0.66 -2.16 -2.73
C 1.18 -0.85 -3.37
H 0.00 -2.76 -3.40
H 2.25 -0.61 -3.16
H 0.74 -0.01 -2.97
H 0.85 -0.90 -4.43
```

Its gap between HOMO and LUMO is 9.457 eV. As for the net charge: 0. The calculation puts the LUMO energy at 0.604 eV.

Computed energies relative to the best structure, in kJ/mol: P 0.0; Q 64.5; R 149.5